Model a:
Computed, not measured: a molecular structure, C8H14O2, with ωB97M-V/def2-TZVPD.

```
! wB97M-V def2-TZVPD RIJCOSX def2/J DEFGRID3
* xyz 0 1
C -1.02807 1.35817 1.51654
C -0.02639 0.68391 0.59025
C 0.90471 -0.33715 1.27845
C 0.05222 -1.63087 1.32518
C 0.19820 -1.53841 -0.21692
C 1.61607 -0.99378 0.07162
C -0.60623 -0.25818 -0.49837
C -1.38328 0.16843 -1.68727
O -1.33045 1.31133 -2.19974
H -1.54129 2.18323 1.00283
H -1.78034 0.64524 1.88306
H -0.51411 1.79243 2.38598
H 0.56732 1.47089 0.10216
H 1.46462 0.02239 2.15111
H 0.59750 -2.48684 1.74214
H -0.95542 -1.57937 1.76103
H -0.00122 -2.39170 -0.87669
H 2.11862 -0.32751 -0.64397
H 2.32072 -1.78216 0.36385
H -1.74061 -0.69902 -0.27264
H -2.33611 -0.34838 -1.92580
O 1.27746 1.20729 -2.74743
H 0.31338 1.76041 -2.92294
H 1.81268 1.76966 -2.18242
*
```

Values from the calculation:
**Gap between HOMO and LUMO**: 10.580 eV
**E_HOMO**: -9.81 eV

Model b:
Computed, not measured: a molecular structure, C8H14O2, with ωB97M-V/def2-TZVPD.

```
! wB97M-V def2-TZVPD RIJCOSX def2/J DEFGRID3
* xyz 0 1
C 0.42567 -0.01779 0.91042
C 0.51134 -0.67927 -0.52524
C -1.29600 -0.11994 -0.82567
C 1.82051 -0.02061 -0.94320
C -0.13148 -0.90568 2.00577
C 0.23682 1.46809 1.15895
C -1.18464 0.71677 -2.06376
C 1.90645 -0.49066 0.50187
O -1.97295 -1.29398 -1.07022
O 2.75954 -1.00896 1.22333
H -2.12911 -1.74917 -0.22737
H 0.29352 -1.71341 -0.78769
H -1.77606 0.41229 -0.00627
H 2.42467 -0.59887 -1.64137
H 1.84296 1.04931 -1.16039
H -0.81469 1.72668 1.33486
H -1.20684 -0.73619 2.14447
H 0.39771 -0.71350 2.94332
H 0.02873 -1.96566 1.79193
H 0.58164 2.08384 0.32614
H 0.80368 1.76078 2.04790
H -0.72289 0.15348 -2.87677
H -2.18589 1.01832 -2.39530
H -0.61269 1.62414 -1.86570
*
```

Values from the calculation:
**Gap between HOMO and LUMO**: 8.467 eV
**E_HOMO**: -7.87 eV

Preferred: model a; penalty for the next structure: 1.101 eV.

Model a:
Computed, not measured: C6H16N2 in the gas phase, with ωB97M-V/def2-TZVPD.

```
! wB97M-V def2-TZVPD RIJCOSX def2/J DEFGRID3
* xyz 0 1
C -3.49435 -1.82019 0.42591
C -2.39046 -0.82615 0.13574
N -1.11312 -1.63730 0.06267
C 0.02882 -0.87254 -0.38100
C 0.31121 0.36080 0.57661
C 1.84685 0.69787 0.48073
C 2.22496 1.76263 -0.57391
N 3.62940 1.96760 -0.85422
H -3.80562 -1.69477 1.52380
H -3.35806 -2.83741 0.24367
H -4.47533 -1.61392 0.01167
H -2.75169 -0.10273 -0.70389
H -2.15321 -0.17212 1.01499
H -1.29785 -2.45144 -0.58278
H 0.97379 -1.46293 -0.30284
H 0.00249 -0.46325 -1.42025
H 0.23064 -0.04444 1.64217
H -0.30491 1.25383 0.19579
H 2.49717 -0.20158 0.25360
H 2.30366 1.12160 1.46725
H 1.71203 1.44389 -1.57887
H 1.61095 2.69829 -0.25987
H 4.05998 2.05813 0.03955
H 3.71264 2.83612 -1.41653
*
```

Values from the calculation:
**SMILES**: CCNCCCCN
**Gap between HOMO and LUMO**: 10.084 eV
**E_HOMO**: -8.92 eV

Model b:
Computed, not measured: C6H16N2 in the gas phase, with ωB97M-V/def2-TZVPD.

```
! wB97M-V def2-TZVPD RIJCOSX def2/J DEFGRID3
* xyz 0 1
C -0.08513 -2.29961 1.06491
C 0.58963 -0.96929 0.75048
C 1.85140 -1.22854 -0.05817
N -0.52640 -0.05733 0.00800
C -1.46910 0.49992 0.96687
C 0.05564 0.91424 -0.83466
C -1.21286 1.50394 -1.78004
N 0.70349 1.99587 -0.13817
H -0.39689 -2.77676 0.13764
H 0.60189 -2.96554 1.58917
H -0.96349 -2.17037 1.69151
H 0.86171 -0.45241 1.68429
H 2.48747 -1.93568 0.47750
H 1.60512 -1.66642 -1.02491
H 2.44221 -0.32778 -0.21388
H -2.45170 0.54508 0.50150
H -1.22444 1.50681 1.32221
H -1.53072 -0.12912 1.85207
H 0.72379 0.41479 -1.54933
H -1.90841 0.71025 -2.02936
H -1.70702 2.29727 -1.22905
H -0.76307 1.89592 -2.68820
H 0.64809 2.89666 -0.59371
H 1.66877 1.79810 0.09333
*
```

Values from the calculation:
**SMILES**: CC(C)N(C)[C@@H](C)N
**Gap between HOMO and LUMO**: 9.415 eV
**E_HOMO**: -8.37 eV

Preferred: model b; penalty for the next structure: 1.032 eV.

Model a:
Computed, not measured: 2 unconnected molecules or ions with the total composition C2H3ClN, with ωB97M-V/def2-TZVPD.

```
! wB97M-V def2-TZVPD RIJCOSX def2/J DEFGRID3
* xyz 1 1
C -1.49449 -0.81327 -0.26373
C -0.39036 -0.14025 0.14187
N -3.09482 0.66844 -0.09980
Cl -4.48204 0.00033 0.06064
H 0.60681 -0.63187 0.16595
H -0.41436 0.68455 0.90821
H -0.00014 0.49349 -0.66294
*
```

Values from the calculation:
**Gap between HOMO and LUMO (spin up / spin down)**: 7.551 / 7.356 eV
**E_HOMO (spin up / spin down)**: -15.17 / -15.09 eV

Model b:
Computed, not measured: 2 unconnected molecules or ions with the total composition C2H3ClN, with ωB97M-V/def2-TZVPD.

```
! wB97M-V def2-TZVPD RIJCOSX def2/J DEFGRID3
* xyz 1 1
C 1.14260 -1.34975 -0.01812
C -0.53563 0.31274 0.53910
N 0.38758 -0.52247 0.22137
Cl -2.18009 0.04441 0.02510
H 1.84029 -1.91858 -0.63409
H -0.35849 1.28966 0.89638
H -0.29626 2.14398 -1.02973
*
```

Values from the calculation:
**Gap between HOMO and LUMO (spin up / spin down)**: 9.320 / 7.874 eV
**E_HOMO (spin up / spin down)**: -14.98 / -15.42 eV

Preferred: model b; penalty for the next structure: 3.304 eV.

Model a:
Computed, not measured: 2 unconnected molecules or ions with the total composition C8H14NO, with ωB97M-V/def2-TZVPD.

```
! wB97M-V def2-TZVPD RIJCOSX def2/J DEFGRID3
* xyz 1 1
C -0.19073 0.68025 -3.05021
C 1.51596 -0.36118 0.77614
C 1.05707 -1.36543 -0.10277
C 1.62548 0.92623 0.31537
C 0.56135 -1.01463 -1.34852
C 1.11143 1.27366 -0.95014
C 0.54360 0.32563 -1.76723
O 1.26394 -0.60125 2.15355
H 2.02440 -1.04267 2.57288
H 1.33031 -2.39765 0.10736
H 2.00514 1.73216 0.93228
H 0.29122 -1.78205 -2.07026
H 1.19810 2.31341 -1.20263
H -1.10017 0.08270 -3.12696
H 0.51323 0.49916 -3.86106
H -0.48111 1.72761 -3.10084
C -1.89277 0.58423 1.72599
N -1.45118 -0.82712 1.68439
H -0.75498 -1.13109 0.96977
H -0.93369 -1.03162 2.53996
H -2.26201 -1.44234 1.60778
H -1.06297 1.24084 1.97514
H -2.66682 0.71674 2.47455
H -2.24479 0.89439 0.74544
*
```

Values from the calculation:
**Gap between HOMO and LUMO**: 9.397 eV
**E_HOMO**: -12.54 eV

Model b:
Computed, not measured: 2 unconnected molecules or ions with the total composition C8H14NO, with ωB97M-V/def2-TZVPD.

```
! wB97M-V def2-TZVPD RIJCOSX def2/J DEFGRID3
* xyz 1 1
C -1.53063 1.83819 -0.45072
C 1.08001 0.68612 -0.46495
C -1.21816 -1.27348 -1.60468
C -1.07940 -1.93422 -0.28131
C -1.00997 -0.46584 -0.38871
C 2.92258 -0.00700 0.82814
C -1.75022 0.50652 1.56411
C 2.42495 0.03137 -0.63482
N -1.57958 0.67252 0.12735
O 0.71955 1.79057 -0.41956
H -1.75562 2.79694 0.13479
H -1.46205 1.93759 -1.52199
H -0.58805 -1.37454 -2.37200
H -2.20388 -1.37873 -2.10335
H -1.97854 -2.27447 0.29844
H -0.17952 -2.39191 0.07352
H 2.29114 -0.50051 1.58050
H 3.25811 0.88370 1.34597
H 3.88197 -0.56680 0.85611
H -2.52510 -0.20230 1.84581
H -2.14814 1.36395 1.96477
H -0.88723 0.19861 2.01060
H 2.36507 -0.94496 -1.01907
H 2.95271 0.60871 -1.36891
*
```

Values from the calculation:
**Gap between HOMO and LUMO (spin up / spin down)**: 8.601 / 8.602 eV
**E_HOMO (spin up / spin down)**: -12.49 / -12.49 eV

Preferred: model a; penalty for the next structure: 4.513 eV.

Model a:
Computed, not measured: 2 unconnected molecules or ions with the total composition C6H16O, with ωB97M-V/def2-TZVPD.

```
! wB97M-V def2-TZVPD RIJCOSX def2/J DEFGRID3
* xyz 0 1
C -0.22566 -2.32928 -0.40979
C -0.72489 -1.77733 0.92580
C 0.37470 -0.92522 1.65253
C -2.09002 -1.07019 0.76820
H 0.65976 -2.94865 -0.23947
H -0.07537 -1.45662 -1.05306
H -0.88125 -2.99436 -0.96385
H -0.98482 -2.57782 1.62356
H -0.18807 -0.18605 2.21529
H 1.05055 -1.54035 2.23056
H 0.83260 -0.51300 0.75941
H -2.94270 -1.65850 1.11327
H -2.18524 -0.14400 1.33447
H -2.27148 -0.76176 -0.26459
C 1.17665 1.46599 -1.40311
C 1.29274 2.96417 -1.28363
O 0.35517 3.47691 -0.30839
H 0.88538 1.07294 -0.41656
H 2.04724 1.03013 -1.88544
H 0.25802 1.10725 -1.86365
H 2.31040 3.18433 -0.97203
H 0.85193 3.49808 -2.11856
H 0.47436 3.08331 0.55906
*
```

Values from the calculation:
**SMILES**: CC(C)C.CCO
**Gap between HOMO and LUMO**: 11.253 eV
**E_HOMO**: -10.33 eV

Model b:
Computed, not measured: 2 unconnected molecules or ions with the total composition C6H16O, with ωB97M-V/def2-TZVPD.

```
! wB97M-V def2-TZVPD RIJCOSX def2/J DEFGRID3
* xyz 0 1
C 0.13847 -2.17905 -0.21265
C 0.29581 -1.23443 -1.41947
C -0.65246 0.00954 -1.26795
C -1.34443 0.22894 0.08819
C -0.51938 0.61176 1.30407
C -0.57405 2.12572 1.40841
H -0.45954 -1.87228 0.66045
H -0.39406 -3.11083 -0.60612
H 1.05473 -2.42214 0.43608
H 1.33495 -0.97036 -1.55365
H 0.04595 -1.93982 -2.22805
H -0.10722 0.90867 -1.44080
H -1.61880 0.01175 -2.02908
H -1.91099 -0.70054 0.31942
H -2.28237 0.74830 -0.08302
H -0.87695 0.13306 2.23202
H 0.49522 0.21659 1.18271
H 0.38502 2.53606 1.74251
H -1.36002 2.45842 2.05689
H -0.83671 2.37933 0.37109
O 2.74528 0.83046 -0.14757
H 2.95336 0.87830 -1.09410
H 3.48820 0.35255 0.28064
*
```

Values from the calculation:
**SMILES**: CCCCCC.O
**Gap between HOMO and LUMO**: 11.005 eV
**E_HOMO**: -10.32 eV

Model c:
Computed, not measured: 2 unconnected molecules or ions with the total composition C6H16O, with ωB97M-V/def2-TZVPD.

```
! wB97M-V def2-TZVPD RIJCOSX def2/J DEFGRID3
* xyz 0 1
C -1.84538 2.51128 0.35907
C -0.34537 2.69994 0.14099
C 0.50232 1.46668 0.57856
C -0.09011 0.09914 0.26139
C 0.93606 -0.94226 0.77024
C -0.33379 -0.12865 -1.23769
H -2.18284 1.51181 0.08053
H -2.47358 3.30763 -0.02483
H -2.03457 2.37997 1.43363
H -0.15348 2.92298 -0.90539
H -0.03633 3.49899 0.81469
H 1.42857 1.51198 0.00053
H 0.77572 1.65890 1.61744
H -0.97629 -0.14622 0.84849
H 0.86231 -1.17920 1.82404
H 0.72489 -1.89144 0.26184
H 1.95001 -0.64115 0.50631
H 0.52920 -0.51268 -1.77719
H -0.83907 0.66309 -1.77247
H -1.03944 -0.95566 -1.15814
O 1.49726 -6.15365 -0.55906
H 0.81328 -5.84570 -1.15207
H 2.33064 -5.83577 -0.91093
*
```

Values from the calculation:
**SMILES**: CCCC(C)C.O
**Gap between HOMO and LUMO**: 11.562 eV
**E_HOMO**: -10.79 eV

Preferred: model c; penalty for the next structure: 0.791 eV.

Model a:
Computed, not measured: 2 unconnected molecules or ions with the total composition C8H4Cl4N2, with ωB97M-V/def2-TZVPD.

```
! wB97M-V def2-TZVPD RIJCOSX def2/J DEFGRID3
* xyz 0 1
N 2.07666 1.12559 -2.48536
C 1.72526 1.16403 -1.40935
C 1.23306 1.19269 -0.11054
Cl 1.86413 -0.03762 0.94897
C -0.09524 1.55047 -0.10959
C -1.04158 1.60325 0.94190
C -0.96369 1.89629 2.25488
Cl 0.33041 2.10312 3.41155
H -0.39120 1.79020 -1.13823
H -2.05096 1.49559 0.63924
H -1.82665 2.03199 2.84453
N -2.11430 -0.50583 -1.19114
C -1.21596 -1.23384 -1.07214
C -0.13918 -2.16063 -1.12617
Cl 0.70558 -1.99110 -2.59348
C 0.33044 -2.99534 -0.17271
Cl 1.74479 -3.95287 -0.40292
H -0.17158 -3.07601 0.77055
*
```

Values from the calculation:
**SMILES**: N#C/C(Cl)=C/C=C\Cl.N#C/C(Cl)=C/Cl
**Gap between HOMO and LUMO**: 8.358 eV
**E_HOMO**: -9.35 eV

Model b:
Computed, not measured: C8H4Cl4N2 in the gas phase, with ωB97M-V/def2-TZVPD.

```
! wB97M-V def2-TZVPD RIJCOSX def2/J DEFGRID3
* xyz 0 1
C 1.31334 -2.45540 0.70880
C 0.53219 2.49377 -0.96947
C -1.52386 -0.13571 0.81003
C -0.85754 -1.28060 0.86613
C -1.23700 0.97977 -0.14115
C 1.21128 0.23111 -0.57301
C 0.23773 -1.77958 0.07204
C 0.28801 1.29780 -0.05314
N 2.27754 -2.96863 1.07057
N 0.55672 3.25667 -1.82446
Cl -1.72353 0.48500 -1.73824
Cl 2.76622 0.32996 0.09389
Cl -0.25540 -2.47817 -1.38523
Cl 0.50104 1.68496 1.59538
H -2.10409 0.30307 1.59838
H -1.30490 -1.97099 1.55209
H -1.89600 1.80678 -0.01843
H 1.21825 0.20018 -1.66419
*
```

Values from the calculation:
**Gap between HOMO and LUMO (spin up / spin down)**: 8.287 / 8.288 eV
**E_HOMO (spin up / spin down)**: -9.56 / -9.56 eV

Preferred: model a; penalty for the next structure: 0.825 eV.